(1)
C20H30LaNO6 | ωB97M-V with the def2-TZVPD basis set

Multiplicity: 1
Net charge: +2
HOMO-LUMO gap in eV: 8.2
Highest occupied orbital energy in eV: -13.255
Calculated total energy in eV: -35847.3724

Element x y z (Å)
1 La -1.035 -0.074 0.243
2 C 1.143 -0.982 2.879
3 C 2.006 -1.078 1.638
4 O 1.198 -1.443 0.505
5 C 1.064 -2.857 0.282
6 C 0.487 -3.012 -1.099
7 O -0.739 -2.259 -1.133
8 C -1.295 -2.133 -2.452
9 C -0.643 -0.980 -3.183
10 O -0.711 0.152 -2.295
11 C -0.520 1.443 -2.908
12 C -1.539 2.366 -2.285
13 O -1.449 2.245 -0.854
14 C -1.054 3.425 -0.121
15 C 0.384 3.260 0.305
16 O 0.459 2.025 1.046
17 C 0.929 2.124 2.406
18 C 0.080 1.183 3.227
19 O 0.015 -0.125 2.620
20 H 1.726 -0.598 3.717
21 H 0.741 -1.954 3.170
22 H 2.800 -1.813 1.784
23 H 2.462 -0.122 1.383
24 H 0.412 -3.302 1.040
25 H 2.040 -3.343 0.333
26 H 0.278 -4.060 -1.320
27 H 1.184 -2.616 -1.841
28 H -2.363 -1.955 -2.315
29 H -1.168 -3.066 -3.005
30 H -1.197 -0.767 -4.099
31 H 0.401 -1.170 -3.444
32 H -0.677 1.372 -3.985
33 H 0.506 1.769 -2.723
34 H -2.552 2.076 -2.572
35 H -1.373 3.397 -2.597
36 H -1.716 3.485 0.744
37 H -1.204 4.317 -0.730
38 H 0.716 4.097 0.918
39 H 1.053 3.180 -0.555
40 H 0.798 3.139 2.786
41 H 1.996 1.887 2.434
42 H -0.945 1.539 3.239
43 H 0.430 1.098 4.257
44 C -3.437 -0.559 0.546
45 C -3.656 0.705 1.254
46 C -4.170 1.839 0.594
47 C -4.307 3.045 1.241
48 C -3.905 3.174 2.581
49 C -3.403 2.065 3.256
50 C -3.258 0.853 2.590
51 C -3.977 4.447 3.234
52 N -3.970 5.471 3.754
53 H -4.019 -0.651 -0.374
54 H -3.618 -1.443 1.164
55 H -4.530 1.737 -0.423
56 H -4.736 3.897 0.730
57 H -3.142 2.148 4.304
58 H -2.932 -0.019 3.149

***

(2)
C44H31F4N10STi | ωB97M-V with the def2-TZVPD basis set

Multiplicity: 2
Net charge: -2
HOMO-LUMO gap (spin up / spin down) in eV: 5.0 / 5.0
Highest occupied orbital energy (spin up / spin down) in eV: -0.976 / -1.021
Energy relative to the best compared isomer or geometry (same formula, charge and spin) in kcal per mole: 26.3
Calculated total energy in eV: -105858.1183

Element x y z (Å)
1 Ti -0.420 -0.447 0.142
2 C 4.105 0.318 4.824
3 C 3.541 -0.869 5.329
4 C 2.385 -1.395 4.785
5 C 1.802 -0.732 3.704
6 C 0.615 -0.977 2.926
7 N -0.371 -1.821 3.298
8 C -1.431 -1.966 2.564
9 C -2.596 -2.750 3.001
10 C -2.895 -3.371 4.204
11 C -4.123 -4.009 4.320
12 C -5.026 -4.027 3.255
13 C -4.716 -3.410 2.049
14 C -3.492 -2.775 1.940
15 C -2.856 -2.029 0.833
16 N -3.339 -1.972 -0.344
17 C -2.549 -1.261 -1.334
18 N -2.050 0.013 -0.822
19 C -2.609 1.036 -1.438
20 N -2.395 2.313 -1.178
21 C -1.453 2.604 -0.264
22 N -0.508 1.771 0.259
23 C 0.338 2.547 1.039
24 N 1.388 2.149 1.751
25 C 1.495 0.889 2.135
26 N 0.547 -0.083 1.901
27 C 2.374 0.447 3.193
28 C 3.523 0.990 3.765
29 C -0.072 3.922 0.991
30 C 0.396 5.078 1.621
31 C -0.304 6.253 1.435
32 C -1.468 6.287 0.640
33 C -1.934 5.144 0.018
34 C -1.223 3.957 0.188
35 C -3.464 0.533 -2.532
36 C -4.161 1.202 -3.524
37 C -4.790 0.446 -4.506
38 C -4.705 -0.947 -4.494
39 C -3.998 -1.612 -3.497
40 C -3.384 -0.855 -2.519
41 N -1.654 -1.491 1.294
42 H 5.009 0.706 5.279
43 H 4.024 -1.376 6.156
44 H 1.936 -2.302 5.174
45 H -2.178 -3.347 5.017
46 H -4.389 -4.502 5.249
47 H -5.982 -4.524 3.375
48 H -5.399 -3.420 1.208
49 H 3.945 1.909 3.378
50 H 1.282 5.033 2.244
51 H 0.035 7.164 1.914
52 H -2.007 7.220 0.528
53 H -2.834 5.159 -0.587
54 H -4.197 2.286 -3.530
55 H -5.338 0.939 -5.300
56 H -5.189 -1.519 -5.278
57 H -3.904 -2.692 -3.489
58 C 0.222 1.250 -3.930
59 C 1.169 2.210 -3.217
60 N 1.918 1.624 -2.108
61 C 2.649 2.662 -1.387
62 C 3.778 3.363 -2.161
63 C 2.809 0.542 -2.515
64 C 2.331 -0.907 -2.440
65 N 1.947 -1.415 -1.125
66 C 2.339 -2.647 -0.818
67 C 1.691 -3.304 0.278
68 F 0.679 -2.624 0.842
69 C 1.967 -4.547 0.759
70 F 1.251 -5.024 1.798
71 C 2.956 -5.345 0.199
72 C 3.605 -4.779 -0.877
73 F 4.591 -5.492 -1.476
74 C 3.337 -3.525 -1.379
75 F 4.143 -3.157 -2.419
76 H -0.561 1.812 -4.447
77 H -0.251 0.576 -3.220
78 H 0.747 0.640 -4.670
79 H 0.592 3.041 -2.804
80 H 1.863 2.632 -3.967
81 H 3.056 2.215 -0.480
82 H 1.933 3.421 -1.074
83 H 4.497 2.649 -2.569
84 H 4.310 4.036 -1.483
85 H 3.383 3.963 -2.985
86 H 3.712 0.593 -1.900
87 H 3.128 0.710 -3.560
88 H 3.176 -1.448 -2.847
89 H 1.499 -1.069 -3.138
90 H 3.183 -6.335 0.563
91 S -0.987 -2.153 -1.730

***

(3)
C6H6O | ωB97M-V with the def2-TZVPD basis set

Multiplicity: 1
Net charge: 0
HOMO-LUMO gap in eV: 9.7
Highest occupied orbital energy in eV: -9.038
Energy relative to the best compared isomer or geometry (same formula, charge and spin) in kcal per mole: 68.4
Calculated total energy in eV: -8363.5400
Structure (SMILES): C#CC(=C)CC=O

Element x y z (Å)
1 C -0.425 -2.239 -1.718
2 C -0.256 -1.179 -1.168
3 C -0.070 0.109 -0.560
4 C -1.015 1.053 -0.638
5 C 1.060 0.307 0.421
6 C 0.417 0.472 1.806
7 O -0.650 0.999 1.991
8 H -0.597 -3.171 -2.212
9 H -2.000 0.838 -1.033
10 H -0.850 2.036 -0.212
11 H 1.636 1.222 0.220
12 H 1.777 -0.520 0.434
13 H 0.974 0.073 2.670

***

(4)
C48H46N2O2S7Si2V | ωB97M-V with the def2-TZVPD basis set

Multiplicity: 4
Net charge: -2
HOMO-LUMO gap (spin up / spin down) in eV: 5.6 / 6.5
Highest occupied orbital energy (spin up / spin down) in eV: -1.660 / -2.550
Energy relative to the best compared isomer or geometry (same formula, charge and spin) in kcal per mole: 16.5
Calculated total energy in eV: -174890.3364

Element x y z (Å)
1 V -0.248 0.357 0.364
2 C 1.843 -0.188 0.365
3 Si 2.508 -1.655 -0.434
4 C 1.694 -3.225 0.235
5 N 0.263 -2.995 0.529
6 C -0.315 -3.936 1.483
7 C -0.528 -5.356 0.917
8 C -0.895 -5.283 -0.577
9 C -1.595 -3.956 -0.863
10 C -0.594 -2.816 -0.660
11 C 4.388 -1.924 -0.188
12 C 5.350 -1.584 -1.149
13 C 6.712 -1.770 -0.924
14 C 7.153 -2.297 0.283
15 C 6.224 -2.619 1.265
16 C 4.867 -2.432 1.027
17 C 2.267 -1.598 -2.312
18 C 2.841 -2.545 -3.169
19 C 2.635 -2.500 -4.543
20 C 1.842 -1.497 -5.096
21 C 1.260 -0.548 -4.267
22 C 1.477 -0.602 -2.894
23 H 2.487 0.643 0.050
24 H 1.973 -0.278 1.457
25 H 2.187 -3.465 1.182
26 H 1.894 -4.079 -0.440
27 H -1.275 -3.535 1.828
28 H 0.330 -3.960 2.361
29 H -1.349 -5.820 1.474
30 H 0.356 -5.978 1.065
31 H -1.524 -6.131 -0.861
32 H 0.007 -5.339 -1.192
33 H -2.446 -3.847 -0.178
34 H -1.995 -3.910 -1.878
35 H -1.132 -1.861 -0.606
36 H 0.048 -2.763 -1.542
37 H 5.031 -1.153 -2.094
38 H 7.428 -1.498 -1.691
39 H 8.213 -2.449 0.460
40 H 6.558 -3.007 2.221
41 H 4.165 -2.674 1.820
42 H 3.455 -3.341 -2.755
43 H 3.094 -3.244 -5.185
44 H 1.685 -1.457 -6.168
45 H 0.633 0.235 -4.678
46 H 1.026 0.157 -2.267
47 C -5.904 0.662 -0.670
48 S -4.509 1.387 0.232
49 C -3.841 2.409 -1.022
50 C -2.693 2.209 -1.699
51 S -1.505 0.935 -1.654
52 S -2.392 3.419 -2.932
53 C -3.784 4.391 -2.746
54 S -4.138 5.716 -3.680
55 S -4.756 3.838 -1.455
56 H -6.330 -0.095 -0.010
57 H -5.550 0.180 -1.582
58 H -6.663 1.406 -0.908
59 O -5.168 -3.721 3.450
60 S -3.946 -3.822 2.698
61 O -3.249 -5.083 2.728
62 N -2.939 -2.592 3.045
63 C -2.697 -1.836 1.996
64 S -1.686 -0.480 2.061
65 C -3.429 -2.276 0.751
66 C -3.384 -1.744 -0.523
67 C -4.156 -2.344 -1.516
68 C -4.959 -3.448 -1.234
69 C -4.998 -3.982 0.051
70 C -4.219 -3.370 1.013
71 H -2.769 -0.872 -0.742
72 H -4.124 -1.939 -2.521
73 H -5.555 -3.896 -2.021
74 H -5.610 -4.843 0.291
75 C 0.466 5.865 -2.539
76 C -0.233 6.178 -1.381
77 C -0.309 5.258 -0.335
78 C 0.294 3.998 -0.421
79 C 0.967 3.699 -1.614
80 C 1.070 4.617 -2.653
81 Si 0.300 2.704 0.993
82 C -0.747 3.593 2.341
83 C -0.264 4.636 3.147
84 C -1.079 5.288 4.066
85 C -2.414 4.920 4.200
86 C -2.919 3.890 3.417
87 C -2.089 3.235 2.512
88 C 2.062 2.965 1.731
89 C 3.156 3.504 1.047
90 C 4.436 3.517 1.601
91 C 4.657 3.002 2.870
92 C 3.583 2.477 3.583
93 C 2.316 2.458 3.016
94 H 0.524 6.578 -3.355
95 H -0.731 7.138 -1.292
96 H -0.865 5.525 0.558
97 H 1.411 2.715 -1.737
98 H 1.600 4.349 -3.562
99 H 0.773 4.945 3.047
100 H -0.673 6.087 4.679
101 H -3.053 5.431 4.911
102 H -3.957 3.587 3.511
103 H -2.489 2.407 1.933
104 H 3.014 3.927 0.058
105 H 5.264 3.926 1.032
106 H 5.653 3.000 3.298
107 H 3.738 2.075 4.579
108 H 1.494 2.023 3.583

***

(5)
C2H2N2O2S | ωB97M-V with the def2-TZVPD basis set

Multiplicity: 1
Net charge: 0
HOMO-LUMO gap in eV: 7.8
Highest occupied orbital energy in eV: -9.266
Energy relative to the best compared isomer or geometry (same formula, charge and spin) in kcal per mole: 127.1
Calculated total energy in eV: -20010.8362

Element x y z (Å)
1 C 0.731 0.893 -1.247
2 C 0.339 1.297 0.150
3 N 0.973 0.430 -2.277
4 N -0.314 0.636 1.009
5 O -3.142 -1.962 -0.057
6 O -1.005 -0.430 1.104
7 S -1.740 -2.107 0.214
8 H 0.735 2.263 0.454
9 H -1.650 -2.790 1.594

***

(6)
C12H20FNO2S | ωB97M-V with the def2-TZVPD basis set

Multiplicity: 1
Net charge: 0
HOMO-LUMO gap in eV: 7.5
Highest occupied orbital energy in eV: -7.190
Calculated total energy in eV: -31903.5757
Structure (SMILES): C1=C(N2CCCC2)CCCC1.C=CS(=O)(=O)F

Element x y z (Å)
1 C -0.943 0.210 0.244
2 C 0.200 0.511 0.980
3 N 1.304 -0.270 0.936
4 C 2.469 -0.032 1.760
5 C 3.442 -1.180 1.460
6 C 2.735 -2.116 0.469
7 C 1.387 -1.458 0.119
8 C 0.291 1.705 1.914
9 C -1.004 2.525 2.007
10 C -1.829 2.582 0.713
11 C -2.082 1.173 0.119
12 H -1.188 -0.841 0.067
13 H 2.929 0.944 1.539
14 H 2.209 -0.018 2.831
15 H 4.362 -0.774 1.032
16 H 3.697 -1.694 2.390
17 H 3.330 -2.258 -0.436
18 H 2.555 -3.096 0.919
19 H 0.554 -2.151 0.317
20 H 1.345 -1.221 -0.954
21 H 1.132 2.362 1.623
22 H 0.531 1.364 2.937
23 H -0.758 3.541 2.337
24 H -1.628 2.093 2.804
25 H -2.801 3.051 0.925
26 H -1.324 3.218 -0.029
27 H -2.950 0.736 0.645
28 H -2.381 1.272 -0.937
29 C -0.777 -0.459 -2.212
30 C -1.431 -0.569 -3.381
31 S -2.536 -1.906 -3.620
32 O -3.503 -1.955 -2.563
33 O -1.901 -3.100 -4.091
34 F -3.323 -1.321 -4.927
35 H -0.237 0.465 -2.014
36 H -0.590 -1.379 -1.649
37 H -1.286 0.048 -4.272